Record 1
C3H10FN3 | ωB97M-V with the def2-TZVPD basis set

Summary:
Energy above the lowest of the compared OMol25 structures with the same formula, charge and spin (kcal per mole): 0.0
Total charge: 0
LUMO (eV): 0.747
Highest occupied orbital energy (eV): -8.01
Gap between HOMO and LUMO (Ha): 0.322

Structure (XYZ):
```
17
Properties=species:S:1:pos:R:3:mulliken_charge:R:1
C -1.848 1.424 -0.302 -0.84
C 2.828 -1.120 0.021 -0.70
C -2.705 0.318 0.198 -0.18
N 2.202 0.195 0.007 -0.60
N -2.277 -0.913 0.131 0.25
N -1.130 -1.288 -0.350 -0.43
F -1.080 -2.692 -0.234 -0.26
H -2.348 2.382 -0.197 0.31
H -0.903 1.448 0.241 0.19
H -1.600 1.256 -1.351 0.27
H 3.733 -1.083 -0.584 0.29
H 3.107 -1.362 1.047 0.29
H 2.181 -1.921 -0.359 0.23
H -3.678 0.488 0.620 0.40
H 1.916 0.417 -0.944 0.25
H 1.350 0.159 0.561 0.24
H -2.886 -1.658 0.483 0.29
```

Record 2
C3H10N2 | ωB97M-V with the def2-TZVPD basis set

Summary:
Energy above the lowest of the compared OMol25 structures with the same formula, charge and spin (kcal per mole): 40.1
Total charge: 0
LUMO (eV): 0.973
Highest occupied orbital energy (eV): -9.52
Gap between HOMO and LUMO (Ha): 0.386
SMILES: [H]/N=C\N.CC

Structure (XYZ):
```
15
Properties=species:S:1:pos:R:3:mulliken_charge:R:1
C -0.756 -0.051 -1.808 -0.50
C -1.913 -0.072 -0.717 -0.85
H 0.358 -0.038 -1.409 -0.02
H -0.774 0.865 -2.466 0.26
H -0.791 -0.936 -2.410 0.30
H -1.930 0.943 -0.216 0.26
H -2.891 -0.118 -1.289 0.30
H -1.886 -0.918 -0.019 0.27
N 0.843 -0.493 1.832 -0.49
C 1.891 0.497 1.493 0.14
N 2.517 0.670 0.394 -0.55
H 0.774 -0.737 2.838 0.26
H -0.155 -0.318 1.441 0.18
H 2.492 0.797 2.486 0.22
H 2.221 -0.090 -0.150 0.24
```

Record 3
C3H10N2 | ωB97M-V with the def2-TZVPD basis set

Summary:
Energy above the lowest of the compared OMol25 structures with the same formula, charge and spin (kcal per mole): 30.0
Total charge: 0
LUMO (eV): 1.124
Highest occupied orbital energy (eV): -8.64
Gap between HOMO and LUMO (Ha): 0.359
SMILES: CC(C)NN

Structure (XYZ):
```
15
Properties=species:S:1:pos:R:3:mulliken_charge:R:1
C -0.024 0.235 -0.346 0.47
C -1.547 0.394 -0.745 -1.37
C 0.369 -1.240 -0.392 -1.33
N 0.054 0.849 0.971 -0.37
N 1.484 0.856 1.386 -0.56
H -0.519 0.335 1.646 0.32
H 0.559 0.804 -1.078 0.26
H 2.072 1.410 0.762 0.26
H 1.886 -0.061 1.594 0.23
H -1.722 -0.116 -1.697 0.38
H -1.815 1.448 -0.869 0.34
H -2.211 -0.052 0.003 0.32
H 0.084 -1.685 -1.351 0.38
H -0.121 -1.814 0.401 0.29
H 1.451 -1.362 -0.284 0.36
```

Record 4
C3H10N2 | ωB97M-V with the def2-TZVPD basis set

Summary:
Energy above the lowest of the compared OMol25 structures with the same formula, charge and spin (kcal per mole): 27.7
Total charge: 0
LUMO (eV): 0.975
Highest occupied orbital energy (eV): -8.95
Gap between HOMO and LUMO (Ha): 0.365
SMILES: C=CN.CN

Structure (XYZ):
```
15
Properties=species:S:1:pos:R:3:mulliken_charge:R:1
C 1.244 2.958 -0.363 -0.70
N 0.567 1.667 -0.561 -0.53
H 0.498 3.747 -0.238 0.32
H 1.833 3.182 -1.248 0.24
H 1.879 2.974 0.517 0.25
H 1.179 0.908 -0.315 0.21
H -0.252 1.570 0.026 0.23
C -0.866 -2.564 -0.771 -0.82
C -0.406 -1.891 0.264 0.17
N -0.968 -1.876 1.568 -0.53
H -1.745 -3.201 -0.751 0.20
H -0.355 -2.691 -1.716 0.25
H 0.478 -1.266 0.199 0.26
H -1.721 -2.546 1.617 0.23
H -1.364 -0.971 1.771 0.23
```

Record 5
C3H10N2 | ωB97M-V with the def2-TZVPD basis set

Summary:
Energy above the lowest of the compared OMol25 structures with the same formula, charge and spin (kcal per mole): 80.5
Total charge: 0
LUMO (eV): 1.099
Highest occupied orbital energy (eV): -7.10
Gap between HOMO and LUMO (Ha): 0.301

Structure (XYZ):
```
15
Properties=species:S:1:pos:R:3:mulliken_charge:R:1
C 0.051 0.414 0.541 0.01
C 0.247 -0.684 -0.370 -0.47
C -1.531 -1.176 -0.229 -1.20
N 1.951 0.550 0.316 -0.79
N -0.468 1.607 0.121 -0.44
H -0.101 0.180 1.588 0.37
H -0.196 1.895 -0.808 0.23
H 2.330 0.957 -0.537 0.17
H 2.585 -0.147 0.704 0.19
H -0.377 2.356 0.792 0.24
H 0.732 -1.565 0.025 0.34
H 0.356 -0.464 -1.425 0.29
H -1.546 -2.092 -0.821 0.38
H -2.176 -0.424 -0.682 0.34
H -1.857 -1.406 0.786 0.35
```

Record 6
C3H10N2 | ωB97M-V with the def2-TZVPD basis set

Summary:
Energy above the lowest of the compared OMol25 structures with the same formula, charge and spin (kcal per mole): 32.9
Total charge: 0
LUMO (eV): 1.079
Highest occupied orbital energy (eV): -9.45
Gap between HOMO and LUMO (Ha): 0.387
SMILES: C=N.CCN

Structure (XYZ):
```
15
Properties=species:S:1:pos:R:3:mulliken_charge:R:1
C -4.603 2.608 -1.794 -0.24
N -4.124 3.546 -2.490 -0.46
H -4.452 1.550 -2.029 0.20
H -5.327 2.799 -1.004 0.25
H -3.441 3.128 -3.124 0.25
C 3.747 -1.387 1.898 -0.96
C 2.361 -2.024 1.741 -0.30
N 1.955 -2.152 0.324 -0.61
H 4.456 -1.706 1.140 0.30
H 4.175 -1.758 2.838 0.27
H 3.634 -0.306 1.963 0.26
H 1.679 -1.304 2.204 0.24
H 2.209 -2.951 2.290 0.34
H 1.038 -1.769 0.133 0.22
H 1.839 -3.151 0.169 0.22
```

Results for max |F|: 0.026, 0.075, 0.057, 0.026, 0.135, 0.030 (in hartree/bohr, following the order of the records).